# 1
ORCA calculation (ωB97M-V/def2-TZVPD) on the molecule C26H31N3O2S.

```
63
Properties=species:S:1:pos:R:3:forces:R:3:lowdin_charge:R:1
C -6.4402 -2.7273 0.8309 0.0241 0.1678 -0.1895 -0.04
H -5.5717 -3.3806 0.8123 0.0865 -0.0472 -0.0208 0.09
H -7.3203 -3.2938 0.5439 -0.0792 -0.0676 0.0577 0.08
H -6.5926 -2.3531 1.8392 -0.0429 -0.0198 0.1329 0.08
C -6.2411 -1.5761 -0.1515 0.2218 -0.6532 -0.1977 -0.34
C -7.4048 -0.6412 -0.1329 0.2790 0.7348 -0.5176 -0.55
N -8.5219 -0.8508 0.4634 0.1628 -0.8358 0.3789 0.05
C -9.3930 0.1706 0.2932 -0.2026 0.6884 -0.3025 -0.24
C -8.9291 1.2059 -0.4518 0.1795 -0.0541 -0.0633 -0.40
S -7.3218 0.8941 -0.9816 -0.3658 -0.4753 0.4059 1.05
H -9.4236 2.1177 -0.7174 -0.1740 0.1871 -0.0208 0.06
H -10.3653 0.1051 0.7463 -0.1896 0.0822 0.0444 0.10
N -5.0025 -0.8519 0.0943 -0.2497 -0.0127 0.0143 -0.08
C -4.1054 -0.7465 -0.9209 0.0767 -0.0431 -0.0032 -0.43
O -4.3255 -1.2126 -2.0252 0.0647 0.0649 -0.3382 0.07
C -2.8276 -0.0386 -0.6207 0.2810 -0.0606 -0.0455 -0.16
C -2.4363 1.0219 -1.4341 -0.0376 -0.1117 0.1244 -0.01
C -1.2309 1.6527 -1.2265 0.1871 0.0150 0.1007 0.01
C -0.3657 1.2258 -0.2141 -0.3057 -0.0432 -0.1664 -0.25
C -0.7440 0.1475 0.5815 0.3509 0.1068 0.1448 -0.01
C -1.9644 -0.4717 0.3760 -0.2188 0.0993 -0.2393 -0.03
H -2.2327 -1.3180 0.9912 -0.0462 -0.0674 0.0920 0.12
H -0.1006 -0.2241 1.3636 0.0952 -0.0092 0.0308 0.11
O 0.7831 1.9338 -0.1003 -0.0864 0.1218 -0.1913 -0.02
C 1.7620 1.5738 0.8638 0.3720 -0.2048 0.6632 -0.32
C 2.5701 0.3485 0.4178 -0.1165 0.2642 -0.2502 -0.10
C 3.4148 0.6869 -0.8184 -0.1439 -0.2910 0.0169 -0.16
N 4.2929 1.8257 -0.6360 0.1282 0.1625 -0.0911 -0.16
C 3.5114 2.9869 -0.2625 -0.1076 0.1555 0.2079 -0.18
C 2.6878 2.7843 1.0169 -0.1797 -0.1268 -0.3552 -0.10
H 3.3491 2.6186 1.8689 -0.0067 -0.0081 0.0637 0.12
H 2.0869 3.6732 1.2115 -0.0143 0.0183 0.1011 0.12
H 4.1799 3.8429 -0.1445 -0.0487 0.0082 -0.0574 0.12
H 2.8250 3.1974 -1.0869 0.0384 0.1017 0.0121 0.12
C 5.4477 1.5889 0.2104 0.1633 0.0252 -0.2518 -0.19
H 5.8746 2.5684 0.4422 -0.0417 -0.0452 0.0622 0.12
C 6.5247 0.7598 -0.5114 -0.1177 0.0888 0.2635 -0.12
C 6.3023 -0.7247 -0.4405 0.1495 -0.0699 -0.0872 -0.26
C 6.1184 -1.4807 -1.5923 0.0780 0.0190 0.0448 -0.06
C 5.9073 -2.8463 -1.5179 -0.0204 -0.0782 -0.0603 -0.08
C 5.8781 -3.4792 -0.2872 -0.0295 -0.1159 -0.0162 -0.10
C 6.0730 -2.7393 0.8665 -0.0136 -0.0540 0.0911 -0.09
C 6.2885 -1.3753 0.7884 -0.0167 0.0349 -0.0236 -0.05
H 6.4552 -0.8087 1.6942 0.0096 0.0639 0.0922 0.11
H 6.0620 -3.2277 1.8305 0.0060 -0.0371 0.0688 0.10
H 5.7098 -4.5443 -0.2273 -0.0112 -0.0822 0.0021 0.10
H 5.7638 -3.4177 -2.4234 -0.0154 -0.0456 -0.0710 0.10
H 6.1365 -0.9919 -2.5564 -0.0078 0.0685 -0.0859 0.11
H 6.5626 1.0844 -1.5516 0.0545 0.0498 0.0181 0.12
H 7.4881 0.9861 -0.0466 0.0259 0.0109 -0.0473 0.12
H 5.1952 1.1012 1.1644 0.0584 0.0645 0.0518 0.11
H 4.0091 -0.1808 -1.1025 -0.1713 0.0507 -0.0651 0.10
H 2.7409 0.9299 -1.6456 0.0310 -0.1071 -0.0220 0.13
H 3.2132 0.0303 1.2404 -0.0225 -0.0493 0.0665 0.12
H 1.9017 -0.4777 0.1723 0.0075 -0.0681 0.0743 0.11
H 1.2686 1.3746 1.8284 0.0200 0.0483 -0.1957 0.14
H -0.9236 2.4832 -1.8423 0.0342 0.1023 -0.0708 0.12
H -3.0924 1.3458 -2.2276 -0.0430 0.0280 -0.1073 0.12
C -4.8642 -0.2065 1.3777 0.1161 0.0911 0.2739 -0.04
H -4.1848 0.6403 1.3010 -0.1009 -0.0417 0.0769 0.10
H -5.8410 0.1558 1.7022 0.0158 0.0297 0.0211 0.09
H -4.4835 -0.8977 2.1346 -0.0171 0.0683 0.0488 0.09
H -6.1335 -1.9775 -1.1704 -0.0729 0.1033 0.3066 0.15
```
Positions in Å, forces in eV/Å.

Computed properties:
Energy above the lowest of the compared OMol25 structures with the same formula, charge and spin   69.2 kJ/mol
SMILES   C[C@@H](c1nccs1)N(C)C(=O)c1ccc(OC2CCN(CCc3ccccc3)CC2)cc1

---

# 2
ORCA calculation (ωB97M-V/def2-TZVPD) on a structure of composition C26H31N5O7Zn.

```
70
Properties=species:S:1:pos:R:3:forces:R:3:lowdin_charge:R:1
Zn -0.9494 0.3412 0.0768 0.0880 0.6610 0.2295 0.73
C -3.7590 0.5912 -2.7047 -0.0007 -0.1488 0.1034 0.01
N -3.3436 1.9393 -2.3051 -0.0176 -0.1601 -0.0140 -0.11
C -3.6049 3.0143 -3.2441 -0.0319 0.0722 0.0001 -0.02
C -2.7881 2.0826 -1.1120 0.0472 0.1431 -0.0965 -0.38
O -2.6988 1.1207 -0.3298 -0.4250 0.2729 -0.0634 0.00
C -2.2616 3.4515 -0.6858 0.1054 -0.0823 0.1926 -0.09
O -1.5731 3.3317 0.5410 -0.0106 -0.0156 -0.0241 -0.11
C -0.2982 3.9208 0.5913 -0.1450 -0.0917 -0.0956 -0.10
C 0.7862 2.9451 0.1221 0.0573 0.1759 0.1006 -0.36
O 0.4989 1.7643 -0.0830 -0.0862 0.0478 -0.0444 0.03
N 2.0334 3.3919 -0.0166 0.0600 -0.0660 -0.0700 -0.12
C 3.0979 2.4753 -0.4259 0.0320 -0.0229 -0.0962 0.00
C 2.4274 4.7837 0.1104 -0.0505 0.0500 -0.0016 -0.03
H -3.9157 0.5783 -3.7797 -0.0058 0.0623 -0.0110 0.10
H -4.6820 0.3052 -2.1980 0.0019 0.0316 -0.0210 0.11
H -2.9779 -0.1237 -2.4476 0.0259 0.0364 -0.0192 0.08
H -3.1752 2.7616 -4.2129 0.0351 0.0199 0.0091 0.10
H -3.1778 3.9550 -2.9083 -0.0178 -0.0277 0.0011 0.08
H -4.6812 3.1482 -3.3682 0.0141 0.0098 0.0045 0.10
H -3.1147 4.1214 -0.5386 0.0060 0.0578 -0.1155 0.15
H -1.6136 3.8629 -1.4639 -0.0208 -0.0062 -0.0273 0.14
H -0.1136 4.1621 1.6399 0.0541 0.0656 -0.0182 0.15
H -0.2701 4.8468 0.0115 0.0321 0.0263 0.0272 0.13
H 2.6903 1.4825 -0.5876 0.0301 0.0505 0.0043 0.08
H 3.8555 2.4185 0.3561 -0.0514 0.0349 -0.0419 0.10
H 3.5613 2.8340 -1.3463 -0.0312 0.0623 -0.0064 0.10
H 1.7211 5.3574 0.7039 0.0186 -0.0183 0.0168 0.08
H 2.5252 5.2462 -0.8751 -0.0002 0.0124 0.0177 0.10
H 3.3976 4.8304 0.6026 -0.0120 -0.0118 0.0341 0.10
C -0.9223 0.2063 3.6568 -0.0101 -0.0594 0.0440 0.01
C -0.4077 -0.8562 2.7504 0.0611 -0.0294 -0.1931 -0.39
N -0.6600 -0.8928 1.4406 0.0326 -0.6775 0.6826 0.03
C -0.0200 -2.1103 0.8395 0.0698 -0.1205 0.1790 -0.29
C 0.7223 -2.6615 2.0330 -0.0371 -0.1003 -0.4877 -0.16
N 0.3474 -1.8570 3.1250 0.0471 0.0684 0.2204 0.16
C 1.7594 -3.5760 2.2366 -0.0474 0.3072 0.1006 -0.55
O 2.2644 -4.2486 1.1475 0.0816 -0.1097 -0.0045 0.07
O 2.2527 -3.8018 3.3424 0.0165 -0.0735 0.0031 0.01
C 0.2756 -1.4266 -1.6055 0.4015 0.1105 -0.3561 -0.61
O 0.6984 -1.9459 -2.6175 -0.1627 0.0406 0.2633 0.08
O -0.6325 -0.4987 -1.5686 -0.0966 -0.5124 -0.7160 -0.10
H -1.1574 1.0985 3.0766 0.0110 0.0173 0.0137 0.07
H -0.1879 0.4541 4.4228 -0.0169 0.0167 0.0058 0.08
H -1.8378 -0.1203 4.1535 -0.0107 0.0126 -0.0283 0.09
H 0.7122 -2.0576 4.0434 -0.0070 0.0291 0.0107 0.17
H 1.9291 -3.8598 0.3288 -0.0326 0.0838 -0.0030 0.08
C 4.8505 -0.5102 0.3063 0.0495 0.0100 0.0178 -0.11
C 3.8704 -0.2076 1.2389 -0.0050 -0.1595 0.0636 -0.11
C 2.5528 -0.5837 1.0262 0.0117 -0.0914 0.1004 -0.03
C 2.1969 -1.3154 -0.1112 -0.0208 0.1815 0.0339 -0.21
C 3.1860 -1.5986 -1.0580 -0.1246 0.0216 -0.0228 -0.01
C 4.4931 -1.1887 -0.8502 0.0323 0.0355 0.0056 -0.08
N 0.8615 -1.7421 -0.3115 -0.0721 -0.4847 0.1097 0.07
C -1.1042 -3.0953 0.3112 -0.0750 0.1549 -0.0537 -0.10
C -2.3407 -2.6671 -0.1689 0.1654 0.0026 0.0831 -0.04
C -3.2998 -3.5722 -0.6013 -0.0573 0.0392 -0.0175 -0.09
C -3.0501 -4.9327 -0.5560 -0.0380 -0.0028 -0.0259 -0.10
C -1.8314 -5.3752 -0.0650 0.0159 -0.0025 -0.0054 -0.07
C -0.8765 -4.4688 0.3683 0.0520 -0.0209 -0.0898 -0.01
H 5.8820 -0.2332 0.4833 -0.0007 0.0189 -0.0094 0.10
H 4.1305 0.3269 2.1451 -0.0096 -0.0038 0.0157 0.11
H 1.7961 -0.3036 1.7468 0.0812 -0.0402 0.0018 0.10
H 2.9106 -2.1401 -1.9511 -0.0078 -0.0386 0.0061 0.11
H 5.2465 -1.4296 -1.5900 -0.0125 -0.0081 -0.0021 0.10
H -2.5815 -1.6164 -0.1944 -0.0405 0.1089 0.0007 0.08
H -4.2518 -3.2067 -0.9692 0.0106 -0.0009 0.0168 0.10
H -3.8020 -5.6372 -0.8889 0.0207 -0.0118 0.0081 0.10
H -1.6219 -6.4358 -0.0042 0.0082 0.0068 -0.0085 0.10
H 0.0509 -4.8532 0.7662 0.0150 0.0406 0.0626 0.11
```
Positions in Å, forces in eV/Å.

Computed properties:
Calculated total energy   -97667.3941 eV

---

# 3
ORCA calculation (ωB97M-V/def2-TZVPD) on a cluster of 2 separate species, C26H31NO5S in total in a non-equilibrium geometry.

```
64
Properties=species:S:1:pos:R:3:forces:R:3:lowdin_charge:R:1
C 0.0242 -8.0719 -0.9019 0.0103 -0.1633 0.0845 -0.12
O 0.1186 -7.0784 0.0992 -0.2636 0.2048 -0.1182 -0.17
C 1.3118 -6.3293 0.0900 0.2774 -0.0216 0.0677 -0.17
C 1.0286 -4.8554 0.1562 0.0812 0.3083 0.2268 -0.10
C 1.2962 -4.1333 1.3172 -0.0496 0.1038 -0.2937 0.06
C 1.0507 -2.7676 1.3687 0.0240 -0.1364 -0.1939 -0.07
C 0.5662 -2.0764 0.2457 0.0292 -0.3203 0.1153 0.00
C 0.3292 -2.7834 -0.9398 0.1133 -0.0617 0.1886 -0.17
O -0.1682 -2.2105 -2.0627 -0.0522 -0.0763 0.1459 -0.01
C 0.7482 -1.5439 -2.9423 0.0340 0.0553 -0.3503 -0.12
C 2.1469 -2.1536 -3.0374 0.2412 0.2894 -0.3559 -0.38
C 3.1124 -1.6438 -1.9659 -0.1946 -0.4430 0.3136 -0.02
O 2.6397 -1.8481 -4.3526 -0.0176 0.0462 0.2191 -0.04
C 0.5302 -4.1719 -0.9450 0.2291 0.0938 -0.3574 -0.12
N 0.2600 -4.8904 -2.1596 -0.6200 0.0706 0.8054 0.14
C -0.8687 -5.2833 -2.3755 0.3222 0.0507 -0.4837 -0.76
S -2.2835 -5.8036 -2.7552 -0.0398 -0.0488 -0.0042 0.80
C 0.2937 -0.6178 0.3711 0.0567 0.0116 0.0162 -0.25
O 0.3205 0.1459 -0.5682 -0.1367 0.0694 0.0517 0.12
C -0.0220 -0.1393 1.7486 -0.1334 -0.0242 0.2522 -0.08
C -0.8164 0.9889 1.9246 0.0605 0.0154 0.2062 0.00
C -1.1144 1.4255 3.2102 0.1512 -0.1662 -0.0204 -0.06
C -0.6067 0.7481 4.3175 0.0670 -0.0942 -0.1430 -0.05
C 0.1937 -0.3751 4.1474 0.0460 0.1517 -0.1892 0.00
C 0.4793 -0.8243 2.8620 -0.1685 0.2458 -0.1014 -0.08
C 1.3249 -2.0253 2.6344 0.1401 -0.0118 0.0487 -0.29
O 2.1774 -2.3831 3.4176 -0.2495 -0.0929 0.0377 0.13
H 0.5852 -8.9683 -0.6221 0.0799 -0.0077 -0.0389 0.09
H -1.0269 -8.3371 -0.9988 0.0070 0.0227 0.0282 0.08
H 0.3835 -7.7037 -1.8663 0.0200 -0.0152 -0.0132 0.08
H 1.9012 -6.5387 -0.8085 -0.0512 -0.0258 -0.0561 0.13
H 1.9304 -6.5892 0.9548 -0.0307 -0.1247 -0.0010 0.13
H 1.6853 -4.6477 2.1858 0.0353 0.0887 0.0525 0.13
H 0.8205 -0.4915 -2.6623 -0.0258 -0.0589 0.0672 0.11
H 0.3010 -1.6070 -3.9320 -0.1127 -0.1334 0.0504 0.13
H 2.0963 -3.2403 -3.0170 -0.1000 -0.0579 -0.0286 0.13
H 2.7622 -0.7118 -1.5216 0.1593 0.1572 -0.1509 0.08
H 3.1914 -2.3649 -1.1484 0.0006 0.0261 0.0146 0.08
H 4.1093 -1.5378 -2.3882 0.0334 0.1087 -0.0139 0.08
H 2.8558 -0.9090 -4.3731 0.0214 -0.0084 -0.0450 0.09
H -1.2055 1.5120 1.0621 0.0552 -0.0129 -0.0533 0.11
H -1.7386 2.2982 3.3479 -0.0198 0.0059 0.0138 0.11
H -0.8282 1.0932 5.3182 -0.0525 0.0323 -0.0006 0.11
H 0.6049 -0.9057 4.9952 0.0133 -0.0118 0.0025 0.12
C -3.8454 6.6694 -0.6143 0.0074 -0.0003 0.0751 -0.11
C -2.7208 7.1521 0.2969 -0.0341 0.0271 -0.0611 -0.27
C -1.3367 7.0665 -0.3443 0.0259 0.0005 0.0194 -0.23
C -0.8960 5.6539 -0.7317 -0.0368 0.0072 -0.0202 -0.23
C -0.8815 4.6499 0.4192 0.0988 -0.0505 0.0238 -0.27
C 0.0841 5.0205 1.5412 -0.0793 -0.0381 0.0147 -0.10
H -3.7348 5.6142 -0.8685 0.0030 -0.0010 -0.0137 0.06
H -4.8167 6.7893 -0.1327 -0.0083 0.0027 -0.0139 0.07
H -3.8622 7.2391 -1.5457 0.0094 -0.0168 -0.0192 0.07
H -2.7375 6.5828 1.2304 0.0172 0.0056 0.0104 0.10
H -2.9093 8.1924 0.5742 -0.0033 -0.0038 0.0220 0.10
H -0.6025 7.5050 0.3372 0.0076 -0.0090 -0.0037 0.10
H -1.3228 7.6924 -1.2421 -0.0126 0.0065 0.0002 0.11
H 0.1074 5.7090 -1.1651 0.0085 -0.0107 0.0087 0.11
H -1.5438 5.2730 -1.5257 -0.0028 0.0095 -0.0015 0.10
H -0.5977 3.6725 0.0193 -0.0197 -0.0053 -0.0074 0.09
H -1.8900 4.5326 0.8282 -0.0127 0.0017 -0.0220 0.10
H 1.1023 5.1193 1.1596 0.0060 0.0262 -0.0010 0.08
H 0.0945 4.2533 2.3174 0.0233 -0.0022 -0.0014 0.06
H -0.1908 5.9634 2.0167 0.0122 0.0096 -0.0052 0.07
```
Positions in Å, forces in eV/Å.

Computed properties:
Calculated total energy   -50026.8121 eV

---

# 4
ORCA calculation (ωB97M-V/def2-TZVPD) on the molecule C26H31NO6.

```
64
Properties=species:S:1:pos:R:3:forces:R:3:lowdin_charge:R:1
C -4.2095 -2.6777 -1.6251 -0.0038 0.2362 0.0118 -0.09
H -3.4086 -3.1202 -1.0370 0.0793 -0.0944 0.0128 0.07
C -4.5188 -1.2726 -1.1232 0.0566 -0.2619 0.3815 -0.22
C -4.9032 -1.2681 0.3576 -0.4878 0.3320 -0.5457 -0.20
O -3.8908 -1.7965 1.1969 0.2835 0.0699 0.3452 -0.03
C -2.6428 -1.2490 1.2077 0.1390 0.0600 -0.0351 -0.20
C -1.6110 -2.1416 1.4815 -0.1273 0.1343 -0.0272 0.02
C -0.2897 -1.7446 1.5348 -0.0761 0.0703 -0.0077 -0.01
C 0.0408 -0.4204 1.2963 -0.1180 0.0490 -0.0490 -0.15
C -0.9837 0.4874 1.0540 -0.0588 0.0351 0.2157 0.02
C -2.3221 0.1117 1.0283 -0.1972 -0.1912 -0.0084 -0.18
O -3.3475 0.9896 0.8207 0.0528 -0.4822 0.1861 -0.06
C -3.0788 2.3378 0.4940 0.0649 0.5078 -0.0223 -0.23
C -2.7743 3.2038 1.7135 -0.0593 -0.3670 -0.2139 -0.05
H -1.8665 2.8837 2.2185 0.0854 0.0243 0.0641 0.07
H -3.5967 3.1383 2.4212 -0.0669 0.0349 0.0741 0.08
H -2.6588 4.2392 1.4034 0.0210 0.1284 -0.0148 0.08
H -2.2763 2.3988 -0.2518 -0.0894 -0.0473 0.0187 0.11
H -4.0036 2.6860 0.0233 0.1811 -0.0242 -0.0086 0.13
H -0.7222 1.5250 0.9268 -0.0551 0.1027 -0.0620 0.11
C 1.4914 0.0332 1.2950 0.1823 0.0429 -0.0938 -0.13
C 1.6661 1.3122 0.5172 0.0042 -0.6198 -0.0090 -0.07
C 1.6355 1.2342 -0.8326 0.0569 0.4013 0.4457 -0.14
N 1.6694 -0.0244 -1.4283 0.0710 0.0119 0.1925 0.00
C 2.3312 -1.0381 -0.7391 0.2061 -0.3693 0.4731 -0.13
C 2.3468 -1.0043 0.6102 -0.2165 0.5467 -0.0561 -0.06
C 3.1164 -1.9453 1.4225 0.3109 -0.4395 -0.2955 -0.37
O 3.1745 -1.8721 2.6312 -0.0908 0.0291 0.0429 0.10
C 3.8059 -3.0554 0.6505 0.2479 0.0551 0.1508 -0.10
C 4.2660 -2.5814 -0.7201 -0.1687 -0.1492 -0.0349 -0.18
C 3.0729 -2.0753 -1.5285 0.1596 -0.0278 0.0051 -0.12
H 3.4218 -1.6601 -2.4762 -0.0882 -0.0212 -0.0159 0.12
H 2.4073 -2.9179 -1.7481 0.0052 0.0093 -0.1067 0.13
H 4.7559 -3.3957 -1.2570 0.0208 0.0464 0.0010 0.11
H 4.9901 -1.7728 -0.5987 0.0280 0.0008 -0.0482 0.13
H 4.6408 -3.4277 1.2451 -0.0888 0.0022 0.0487 0.12
H 3.0852 -3.8718 0.5399 -0.0318 -0.0467 0.0120 0.13
C 1.2291 -0.2063 -2.7884 -0.1874 0.1011 -0.3804 -0.04
H 1.8602 0.3055 -3.5245 -0.1772 -0.0648 0.0848 0.14
H 1.2352 -1.2727 -3.0275 0.0411 0.1280 0.0325 0.14
C -0.2235 0.2568 -3.0037 0.5423 -0.2307 -0.0110 -0.52
O -0.6218 0.5860 -4.0829 -0.0510 0.0187 -0.0724 0.12
O -1.0090 0.2398 -1.9330 -0.4238 0.0434 0.1661 0.13
H -0.5668 -0.0158 -1.0976 0.0181 -0.0021 -0.2151 0.10
C 1.6390 2.4466 -1.7143 -0.1782 0.1468 0.0243 -0.10
C 1.2100 3.6802 -0.9247 0.2259 -0.0483 -0.0572 -0.17
C 2.0205 3.7949 0.3584 -0.1435 0.1374 0.1495 -0.10
C 1.8318 2.5719 1.2368 0.0886 0.5337 -0.3094 -0.36
O 1.8296 2.6406 2.4479 -0.0472 -0.0724 0.0210 0.10
H 1.7433 4.6824 0.9283 0.0625 -0.0649 0.0471 0.12
H 3.0862 3.8687 0.1216 0.0561 0.0237 -0.0056 0.13
H 1.3438 4.5727 -1.5376 -0.0589 -0.0193 0.0052 0.12
H 0.1484 3.6019 -0.6780 -0.0568 0.0022 -0.0339 0.12
H 0.9724 2.3163 -2.5685 0.0918 0.0048 -0.0407 0.11
H 2.6524 2.5926 -2.1065 -0.0171 -0.0335 -0.0899 0.14
H 1.8261 0.1709 2.3282 0.0116 0.0063 -0.1724 0.16
H 0.4794 -2.4641 1.7668 0.0822 -0.1162 0.0173 0.12
H -1.8824 -3.1712 1.6552 -0.0720 -0.1273 -0.0128 0.12
H -5.7500 -1.9400 0.5257 0.0531 0.0821 -0.0417 0.13
H -5.1824 -0.2579 0.6711 -0.0026 -0.2402 -0.0001 0.11
H -3.6490 -0.6307 -1.2744 -0.0484 0.1104 -0.0313 0.09
H -5.3499 -0.8483 -1.6890 -0.0076 0.1065 0.0041 0.11
H -3.8998 -2.6484 -2.6671 0.0335 -0.0813 -0.0958 0.07
H -5.0874 -3.3147 -1.5414 -0.0673 -0.1327 -0.0094 0.07
```
Positions in Å, forces in eV/Å.

Computed properties:
Energy above the lowest of the compared OMol25 structures with the same formula, charge and spin   215.3 kJ/mol
SMILES   CCCOc1ccc(C2C3=C(CCCC3=O)N(CC(=O)O)C3=C2C(=O)CCC3)cc1OCC

---

> Number 2 is which compound?

C26H31N5O7Zn

---

> What is the formula in the first record?

C26H31N3O2S